(1)
19
Properties=species:S:1:pos:R:3:forces:R:3 method="wB97M-V/def2-TZVPD" relative_energy_ev=0.471 e_tot_ha=-198.8718
C 2.3644 2.1287 -1.2673 -0.3 -0.3 -0.5
C 0.8742 1.8283 -1.4013 -1.4 -0.1 -0.1
H 2.5953 3.1222 -0.8933 -0.1 0.0 0.1
H 2.8414 1.3856 -0.6431 0.2 0.0 0.3
H 2.8016 2.0296 -2.2579 0.3 0.1 0.0
H 0.4923 0.9898 -0.8199 0.5 -0.1 0.4
H 0.1830 2.6306 -1.1193 0.4 0.2 0.0
H 0.5491 1.5352 -2.4067 0.4 0.3 -0.1
C -1.0050 -1.2709 0.3960 -0.4 -1.7 0.4
C -1.8305 -0.3543 1.3005 1.0 0.0 -0.4
C -0.5659 -2.5766 1.1390 -0.3 0.7 -0.4
H -1.6972 -1.5816 -0.3901 0.3 0.1 -0.3
H -0.1165 -0.8510 -0.0640 -0.2 0.5 0.1
H -2.2569 0.3883 0.6590 -0.7 0.6 -0.2
H -1.2449 -3.4097 0.9484 -0.2 0.2 0.3
H 0.3994 -2.9412 0.8049 0.3 0.1 0.1
H -0.5392 -2.3180 2.1941 0.2 -0.5 0.2
H -2.6110 -0.9316 1.7906 -0.1 0.1 0.1
H -1.2337 0.1963 2.0303 0.0 -0.3 0.2

(2)
14
Properties=species:S:1:pos:R:3:forces:R:3 method="wB97M-V/def2-TZVPD" relative_energy_ev=3.277 e_tot_ha=-233.2666
C 0.0991 0.1647 1.6855 -0.1 0.1 0.2
C 0.5948 -0.5255 0.3052 0.2 -0.1 -0.3
C -0.1687 -1.3447 -0.6267 0.0 0.1 0.0
C -1.2386 -0.6226 -1.0924 0.0 -0.1 0.0
C -1.3140 0.6118 -0.3648 0.0 0.0 0.0
C -0.1752 0.7264 0.3928 -0.1 -0.1 0.1
H -0.7083 -0.2414 2.2973 0.1 0.1 -0.1
H 0.9913 0.4452 2.2434 -0.1 -0.1 -0.1
H 1.6801 -0.5761 0.2940 -0.2 0.0 0.1
H 0.1768 -2.2935 -1.0283 0.0 0.2 0.1
H 2.4969 1.7156 -1.2224 0.0 0.0 0.0
H -1.9676 -0.9700 -1.8189 0.1 0.0 0.1
H -2.2080 1.2181 -0.2608 0.1 -0.1 0.0
H 1.8383 1.7930 -0.8848 0.0 0.0 0.0

(3)
46
Properties=species:S:1:pos:R:3:forces:R:3 method="wB97M-V/def2-TZVPD" relative_energy_ev=0.956 e_tot_ha=-941.1721 charge=+1
C 0.6484 0.0329 -0.3818 -2.4 0.8 -0.4
C -0.3601 0.1572 -1.5488 1.1 -0.8 -0.8
C -1.6123 0.8849 -1.2075 -1.1 1.0 0.6
C -2.6540 0.3589 -0.5464 1.1 -0.8 -0.1
C -2.6273 -0.9816 0.0622 -1.1 0.1 -0.5
C -3.6229 -1.3240 0.8799 0.2 0.0 0.6
C -1.6455 2.3502 -1.5758 0.0 0.8 -0.4
N 1.9798 -0.3375 -0.8320 -0.1 -1.0 -0.5
H 0.2127 -0.6425 0.3498 0.6 -0.4 0.1
H 0.6001 1.0367 0.0211 1.0 0.1 0.4
H 0.1457 0.6993 -2.3568 0.0 0.1 0.1
H -0.5463 -0.8245 -1.9892 -0.3 0.0 0.2
H -3.5728 0.9199 -0.4396 0.1 0.2 0.3
H -1.9045 -1.7131 -0.2839 0.2 0.1 0.2
H -3.7207 -2.2688 1.3928 0.2 -0.2 -0.2
H -4.3687 -0.5882 1.1609 -0.1 0.0 -0.1
H -0.6257 2.7039 -1.7015 0.1 0.1 -0.3
H -2.2276 2.6007 -2.4706 0.4 -0.5 -0.3
H -2.0908 3.0692 -0.8786 0.0 -0.7 0.6
H 2.5862 -0.5049 -0.0227 0.4 0.8 0.1
H 2.2610 0.4126 -1.4780 0.7 0.0 0.6
H 1.9495 -1.2659 -1.3281 -0.4 0.3 0.1
H 1.5098 -3.4694 1.6173 0.1 0.0 0.1
H 1.6946 -1.9763 1.9172 0.0 -0.1 0.1
O 1.8643 -2.6539 1.2476 -0.2 0.1 -0.2
H -1.1137 -4.1610 -2.5838 0.0 0.0 -0.1
H -2.2649 -3.1420 -2.6780 0.0 0.0 0.0
O -1.3791 -3.2721 -2.3228 -0.2 0.0 0.0
H 1.2212 -0.5372 4.2516 -0.2 0.1 0.1
H 0.2218 0.2578 3.3095 0.1 -0.2 0.5
O 0.7265 -0.5690 3.4278 0.2 0.0 -0.5
H 1.0947 4.0476 1.3565 -0.1 0.0 0.0
H 0.1643 2.8241 1.1564 0.3 0.1 0.1
O 0.9434 3.2817 0.7943 0.0 0.0 -0.1
H -0.7752 0.6361 1.6063 -0.6 0.1 -0.1
H -1.6008 1.7669 2.3164 -0.2 -0.3 -0.1
O -0.7183 1.4019 2.1882 0.3 0.3 0.2
H 3.5671 0.9498 1.9068 -0.1 0.1 0.1
H 2.2207 0.2825 2.3441 0.1 0.0 0.2
O 3.0313 0.1552 1.8304 0.0 -0.2 -0.3
H 1.2257 -3.2611 -0.8491 0.4 0.0 0.2
H 0.2689 -2.5802 -1.7894 0.2 -0.4 -0.4
O 1.2111 -2.8201 -1.7064 -0.3 0.2 0.2
H 3.3847 2.7640 -1.7257 0.0 -0.4 -0.3
H 2.1437 2.9790 -0.9324 -0.5 -0.2 0.3
O 2.5541 2.3200 -1.5081 0.4 0.5 0.0

(4)
33
Properties=species:S:1:pos:R:3:forces:R:3 method="wB97M-V/def2-TZVPD" relative_energy_ev=4.250 e_tot_ha=-481.9347 charge=+1
C -1.1463 -1.9995 0.6039 -0.5 -0.1 -2.8
C 2.3705 0.6894 1.1952 -0.5 0.8 0.9
C 2.3459 0.8471 -1.1954 1.6 2.7 3.8
C -1.2058 0.8191 1.3356 1.2 2.5 0.3
C -1.0312 1.4678 -0.9540 3.6 -1.7 -1.3
C -2.8901 0.1645 -0.4022 -1.0 -1.9 -0.1
C -0.6409 -0.8706 -0.3120 2.7 -2.2 1.8
C 0.9664 -0.8676 0.1210 -1.3 1.7 -0.3
N 1.6219 -1.9551 -0.4350 0.9 -1.0 -3.2
N 1.5979 0.5054 0.0150 -1.3 -2.3 -0.1
N -1.4137 0.3284 -0.0626 -1.1 1.4 -0.6
H -0.5173 -2.8536 0.4669 0.4 -0.4 0.1
H -1.1527 -1.6890 1.5867 0.1 0.5 2.2
H -2.1328 -2.3110 0.3327 -0.6 -0.3 -0.1
H 2.8747 -0.2570 1.4831 0.5 0.9 0.0
H 2.9760 1.5923 1.0070 0.3 -0.7 0.7
H 1.6338 0.9664 1.9780 0.9 -0.2 0.2
H 2.0999 0.2446 -1.9725 -0.2 -1.6 -2.6
H 2.1096 1.8972 -1.3371 -0.4 0.2 -1.0
H 3.4327 1.0019 -0.9026 -0.8 -1.3 -1.0
H -1.7348 0.2565 2.0889 -0.2 -0.1 -0.1
H -0.0956 1.0134 1.6299 -2.1 -1.0 -1.0
H -1.5687 1.8614 1.2187 -0.3 -0.7 0.9
H -1.6020 2.3114 -0.8541 -1.8 1.8 0.8
H 0.0368 1.6793 -0.7279 -0.9 0.0 -0.1
H -1.0845 1.1788 -2.0131 -0.1 -0.3 0.4
H -3.0862 0.2776 -1.4627 0.7 0.3 -0.2
H -3.3657 -0.8343 -0.2114 1.0 0.9 0.5
H -3.4807 0.8974 0.0986 -0.1 0.7 0.6
H -0.6283 -1.1491 -1.3240 -0.6 -0.2 -1.5
H 0.8352 -1.1833 1.1209 0.4 0.8 1.6
H 2.1891 -2.7125 -0.0021 -0.9 1.5 -0.2
H 1.7697 -1.8305 -1.4590 0.2 -0.7 1.3

Frontier orbital gap values (in eV) by entry order: 12.467 9.125 9.057 9.612.